1.
The following is a DFT calculation (wB97M-V/def2-TZVPD) of ClH2N2O as an isolated structure at a distorted geometry.

The geometry in XYZ format:
```
6
Properties=species:S:1:pos:R:3:forces:R:3:nbo_charge:R:1
N -0.15328 0.36218 0.17353 -3.83 -2.81 -2.31 0.147
N -0.86431 -0.75966 0.00611 1.36 1.00 0.25 -0.553
O -0.66631 1.47642 0.00215 0.49 0.69 0.39 -0.511
Cl 2.58177 -0.57424 0.02469 0.18 0.28 -0.03 -0.776
H 1.01877 0.22056 0.12598 -0.80 -0.70 0.63 0.388
H -1.91664 -0.72525 -0.33246 2.60 1.55 1.07 0.306
```
Positions in Å, forces in eV/Å.

## Properties
Total charge   -1
Relative energy (zero: lowest compared OMol25 entry of this formula, charge and spin)   86.1 kcal/mol
Lowest unoccupied orbital energy   4.79 eV
F_max   5.281 eV/Å
Frontier orbital gap   9.5610 eV

2.
The following is a DFT calculation (wB97M-V/def2-TZVPD) of a single ClH2N3 molecule at a distorted geometry.

The geometry in XYZ format:
```
6
Properties=species:S:1:pos:R:3:forces:R:3:nbo_charge:R:1
N 0.59684 -0.81295 0.28157 -1.99 -0.10 2.75 -0.583
N 0.13126 0.27558 -0.25491 -0.85 1.97 -3.03 -0.015
N -0.97939 0.80599 -0.01521 1.87 -1.51 0.72 -0.186
Cl -1.32311 2.21366 -1.13545 0.63 -0.87 0.60 0.019
H 0.23649 -1.10435 1.18118 -0.38 -0.17 -0.06 0.362
H 1.33792 -1.37792 -0.05717 0.72 0.69 -0.97 0.404
```
Positions in Å, forces in eV/Å.

## Properties
Total charge   0
Relative energy (zero: lowest compared OMol25 entry of this formula, charge and spin)   20.6 kcal/mol
Lowest unoccupied orbital energy   0.34 eV
F_max   3.716 eV/Å
Frontier orbital gap   10.0669 eV

Look up the F_max of the second one. 3.716 eV/Å